The following is a DFT calculation (wB97M-V/def2-TZVPD) of a structure of composition C6H12N at a distorted geometry.

The geometry in XYZ format:
```
19
Properties=species:S:1:pos:R:3:forces:R:3:nbo_charge:R:1
C 0.8147 1.0363 1.0196 -1.5 -1.4 -0.2 -0.52
C 0.6490 0.7912 -1.1675 -1.5 -1.4 0.6 -0.52
C 1.5143 0.2910 -0.0646 2.7 0.5 -0.3 0.10
C -0.3473 0.7671 0.0229 -0.3 1.9 -0.1 0.28
C 2.0763 -1.0613 0.0286 0.8 0.3 -0.1 -0.69
C -2.6020 -0.0496 -0.0781 -1.0 0.2 -0.2 -0.42
N -1.1934 -0.4217 0.2144 0.1 0.0 0.1 -0.55
H 0.8065 0.5778 2.0070 -0.2 0.1 0.1 0.23
H 1.0211 2.1009 1.0887 0.2 0.1 -0.1 0.27
H 0.8284 1.8043 -1.5092 0.2 0.2 0.0 0.27
H 0.5000 0.1196 -2.0139 -0.2 0.1 0.0 0.23
H 1.8771 -1.5522 0.9813 0.0 0.0 0.0 0.22
H 3.1583 -0.9220 -0.0477 0.3 -0.6 0.1 0.27
H 1.7817 -1.6954 -0.8061 0.0 -0.1 0.0 0.22
H -2.8658 0.8258 0.5161 0.1 -0.2 0.0 0.25
H -2.6893 0.2111 -1.1311 0.1 0.0 0.0 0.24
H -3.2802 -0.8702 0.1487 0.2 -0.1 0.0 0.24
H -0.9216 -1.2089 -0.3974 0.1 0.3 0.3 0.44
H -1.1279 -0.7438 1.1885 0.0 0.0 -0.3 0.44
```
Positions in Å, forces in eV/Å.

Values from the calculation:
* max |F|: 2.7 eV/Å
* frontier orbital gap (alpha / beta): 7.02 / 10.52 eV
* lowest unoccupied orbital energy (alpha / beta): -3.3 / -5.5 eV
* spin multiplicity: 3
* net charge: +1
* <S²>: 2.006

---

The following is a DFT calculation (wB97M-V/def2-TZVPD) of an isolated molecule of C6H12N2 at a distorted geometry.

The geometry in XYZ format:
```
20
Properties=species:S:1:pos:R:3:forces:R:3:nbo_charge:R:1
C 0.9336 -0.8553 0.4130 -0.3 0.5 -1.5 -0.24
C 1.3786 0.8775 -1.4349 0.2 -0.1 0.4 -0.40
C -0.4958 -0.6894 -1.6665 0.1 0.1 0.2 -0.41
N 0.7619 -0.3644 -1.0137 0.3 -1.1 0.5 -0.46
C -0.2271 -0.4325 1.2605 -1.3 0.7 -0.8 -0.11
C -0.4726 1.0519 1.2434 -0.7 0.7 1.8 0.10
C -1.1600 -1.2335 1.7864 0.4 0.1 0.1 -0.33
N -1.6246 1.6026 1.4530 1.4 -0.9 -0.1 -0.61
H -1.5044 2.5981 1.6676 0.0 -0.2 -0.5 0.34
H 1.0031 -1.9492 0.3919 0.1 0.2 0.0 0.21
H 1.8673 -0.4444 0.8154 -0.1 -0.1 -0.2 0.21
H 0.4431 1.6659 1.2780 -0.2 -0.2 -0.2 0.15
H 1.0927 1.7289 -0.8135 0.0 0.3 0.0 0.16
H -1.2732 0.0509 -1.4509 -0.3 0.0 0.0 0.17
H 1.1179 1.1424 -2.4660 -0.1 -0.3 0.2 0.21
H 2.4693 0.7843 -1.3970 0.0 0.1 0.0 0.19
H -0.3575 -0.7219 -2.7528 0.1 0.0 0.1 0.20
H -0.8615 -1.6762 -1.3647 0.1 0.2 0.1 0.20
H -1.0828 -2.3148 1.7212 0.1 0.1 0.0 0.20
H -2.0081 -0.8209 2.3296 0.2 0.0 -0.2 0.22
```
Positions in Å, forces in eV/Å.

Values from the calculation:
* max |F|: 2.1 eV/Å
* frontier orbital gap: 8.74 eV
* lowest unoccupied orbital energy: 0.7 eV
* structure (SMILES): [H]/N=C/C(=C)CN(C)C

---

The following is a DFT calculation (wB97M-V/def2-TZVPD) of a cluster of 2 separate species, C6H12N2 in total at a distorted geometry.

The geometry in XYZ format:
```
20
Properties=species:S:1:pos:R:3:forces:R:3:nbo_charge:R:1
C 1.0654 -1.5826 -1.8020 -0.6 0.5 0.0 -0.62
C 0.8827 -0.0866 -1.9298 0.6 -0.1 0.0 -0.29
C 1.7954 0.7872 -1.5080 -0.1 0.2 0.4 0.00
N 1.8053 2.1718 -1.7532 -0.4 -0.3 0.1 -0.81
H 2.0443 -1.8519 -1.4091 0.0 0.0 -0.1 0.21
H 0.3022 -2.0189 -1.1498 0.0 -0.1 -0.1 0.20
H 0.9260 -1.9992 -2.8011 0.2 -0.3 0.1 0.21
H 0.0284 0.2694 -2.5025 0.0 0.0 0.0 0.19
H 2.6142 0.4691 -0.8665 0.1 -0.2 -0.3 0.18
H 2.2640 2.7054 -1.0299 -0.1 0.0 0.0 0.37
H 0.8645 2.5102 -1.9054 0.1 0.3 -0.1 0.37
C -1.6418 0.3850 2.2086 0.6 0.2 -2.1 -0.03
C -2.0365 0.9388 1.0590 -0.4 0.4 0.9 -0.46
C -1.2666 -1.8730 1.9621 0.5 0.4 -0.3 -0.03
N -0.7843 -0.7404 2.2684 -1.0 -0.5 1.7 -0.41
H -1.8759 0.8210 3.1729 0.1 -0.1 0.0 0.21
H -1.8310 0.5285 0.0831 0.3 -0.1 0.0 0.20
H -2.6197 1.8521 1.1089 0.0 -0.1 -0.1 0.20
H -0.8006 -2.7625 2.3822 0.4 -0.1 -0.7 0.17
H -2.1033 -1.9912 1.2616 -0.4 0.0 0.6 0.15
```
Positions in Å, forces in eV/Å.

Values from the calculation:
* max |F|: 2.2 eV/Å
* frontier orbital gap: 8.92 eV
* lowest unoccupied orbital energy: 0.9 eV
* structure (SMILES): C/C=C/N.C=CN=C

---

The following is a DFT calculation (wB97M-V/def2-TZVPD) of an isolated molecule of C6H12N2.

The geometry in XYZ format:
```
20
Properties=species:S:1:pos:R:3:forces:R:3:nbo_charge:R:1
C 0.6587 -1.0997 -1.8412 0.1 -0.2 -0.4 -0.14
C 1.7456 -1.6243 -1.3056 0.1 -0.1 -0.1 -0.42
C 0.4535 0.3707 -2.0441 0.0 0.1 0.4 -0.45
C 0.2597 1.0117 -0.6674 -0.1 0.2 0.2 -0.26
C -0.2267 1.2867 2.0651 0.3 0.3 0.3 -0.36
C -1.7465 -0.5357 1.9063 -0.5 -0.4 0.3 -0.40
N -0.6773 0.1889 0.0364 -0.5 -0.4 -0.4 -0.36
N -0.7971 0.3869 1.3017 0.3 0.4 -0.2 -0.04
H 1.8516 -2.6835 -1.1484 0.0 -0.2 0.0 0.20
H 2.5804 -1.0144 -0.9970 0.2 0.2 0.0 0.18
H 1.3146 0.8269 -2.5364 -0.1 0.0 -0.1 0.21
H -0.4340 0.5392 -2.6492 0.0 0.1 -0.1 0.21
H 1.2261 1.0403 -0.1399 0.0 0.1 0.0 0.18
H -0.0997 2.0498 -0.7649 0.1 0.0 0.1 0.19
H -0.4235 1.2792 3.1194 -0.1 -0.1 0.1 0.19
H 0.4453 2.0173 1.6645 0.1 0.1 -0.3 0.20
H -0.1636 -1.7397 -2.1294 0.0 -0.1 0.0 0.20
H -1.5303 -0.6753 2.9623 0.1 0.1 0.0 0.21
H -2.7551 -0.1403 1.7889 0.1 0.0 0.0 0.22
H -1.6817 -1.4848 1.3789 0.1 0.1 0.0 0.23
```
Positions in Å, forces in eV/Å.

Values from the calculation:
* max |F|: 0.7 eV/Å
* frontier orbital gap (alpha / beta): 8.64 / 8.64 eV
* lowest unoccupied orbital energy (alpha / beta): 1.1 / 1.1 eV

---

The following is a DFT calculation (wB97M-V/def2-TZVPD) of a cluster of 2 separate species, C6H12N2 in total.

The geometry in XYZ format:
```
20
Properties=species:S:1:pos:R:3:forces:R:3:nbo_charge:R:1
C -3.6843 -0.3871 -0.7042 -0.6 -0.1 -0.7 -0.69
C 0.6705 1.0852 -0.7947 -0.1 -0.1 0.0 -0.42
C 1.4581 1.0241 1.4989 0.1 0.1 0.1 -0.40
N 0.9266 0.2777 0.3778 0.0 0.1 0.0 -0.46
C -2.7281 -0.2999 0.1664 0.5 0.1 0.7 0.43
C 1.4472 -0.9936 0.1815 -0.1 0.0 0.2 0.01
C 1.5546 -1.6534 -0.9655 0.1 0.0 -0.2 -0.51
N -1.9671 -0.2232 1.1046 -0.2 0.0 0.4 -0.65
H -0.9611 -0.1517 0.9800 0.3 0.0 -0.4 0.40
H -4.0235 -1.3410 -1.0617 0.0 -0.2 0.0 0.24
H -4.1542 0.4918 -1.1044 0.0 0.2 0.0 0.24
H 1.7240 -1.4792 1.1086 0.0 0.0 0.1 0.20
H 1.5606 0.3666 2.3607 0.0 0.0 0.0 0.21
H 1.5913 1.3491 -1.3298 0.0 0.0 0.0 0.19
H 0.0132 0.5414 -1.4716 0.0 0.0 -0.1 0.21
H 0.1675 2.0018 -0.4884 0.0 0.0 0.0 0.21
H 2.4381 1.4664 1.2771 0.0 0.0 0.0 0.18
H 0.7660 1.8271 1.7560 0.0 0.0 0.0 0.20
H 1.3022 -1.2310 -1.9206 -0.1 0.2 -0.2 0.20
H 1.8984 -2.6711 -0.9706 0.1 -0.2 0.1 0.21
```
Positions in Å, forces in eV/Å.

Values from the calculation:
* max |F|: 0.9 eV/Å
* frontier orbital gap: 9.10 eV
* lowest unoccupied orbital energy: 0.9 eV
* structure (SMILES): C=CN(C)C.C=C=N

---

The following is a DFT calculation (wB97M-V/def2-TZVPD) of an isolated molecule of C6H12N2 at a distorted geometry.

The geometry in XYZ format:
```
20
Properties=species:S:1:pos:R:3:forces:R:3:nbo_charge:R:1
C -0.1593 1.3248 0.5347 0.1 0.1 -0.2 -0.54
C -0.6050 -2.3847 0.3490 0.2 0.0 0.2 -0.45
C 2.6882 0.7042 -0.0988 0.4 -0.4 -0.4 -0.46
C -2.1722 -0.0854 -0.3127 0.3 0.3 -0.1 -0.70
C -0.7888 -0.0229 0.2893 0.8 -2.1 1.1 0.33
C 0.5763 1.5965 -0.7492 2.1 0.0 -1.0 0.13
N -0.0776 -1.0590 0.6207 -1.0 1.6 -0.5 -0.43
N 1.7668 1.2141 -1.1013 -1.9 1.5 0.8 -0.39
H -0.9300 2.0893 0.6672 0.1 -0.1 0.2 0.22
H 0.5127 1.2817 1.3932 -0.1 0.0 -0.1 0.25
H 0.0172 2.1842 -1.4971 0.1 -0.6 0.0 0.17
H -0.8193 -2.5265 -0.7153 -0.1 0.0 0.1 0.19
H 0.1391 -3.1296 0.6462 -0.1 0.1 -0.1 0.20
H -1.5035 -2.5828 0.9421 -0.1 0.0 -0.2 0.19
H 3.7090 0.9051 -0.4441 -0.2 0.0 -0.1 0.20
H 2.5863 -0.3823 -0.0224 -0.1 0.1 0.2 0.22
H 2.6124 1.1732 0.8866 -0.3 -0.2 0.0 0.18
H -2.1561 -0.6561 -1.2440 -0.1 -0.1 0.1 0.23
H -2.8566 -0.5626 0.3944 0.0 0.0 -0.1 0.24
H -2.5397 0.9186 -0.5386 0.0 -0.2 0.0 0.22
```
Positions in Å, forces in eV/Å.

Values from the calculation:
* max |F|: 2.6 eV/Å
* frontier orbital gap: 10.08 eV
* lowest unoccupied orbital energy: 0.9 eV
* structure (SMILES): C/N=C\C/C(C)=N/C

---

The following is a DFT calculation (wB97M-V/def2-TZVPD) of an isolated molecule of C6H12N2 at a distorted geometry.

The geometry in XYZ format:
```
20
Properties=species:S:1:pos:R:3:forces:R:3:nbo_charge:R:1
C -0.9634 2.2076 -0.8551 -3.1 2.9 -3.6 -0.44
C 0.3911 0.7708 -0.0739 0.9 -1.2 1.4 0.01
C -0.7810 0.1327 1.0595 1.1 -4.1 2.3 -0.52
C -0.3767 -1.4946 1.0406 -1.9 -0.7 -3.0 -0.25
C 1.6176 -1.7369 -0.6422 2.7 0.7 -4.2 -0.19
C 1.2531 -0.4318 -0.0658 -0.1 0.6 1.1 -0.14
H -0.2773 2.8545 -0.1354 -2.3 -1.3 -1.3 0.21
H -1.1188 3.0112 -1.9087 0.1 -2.4 3.2 0.19
H -2.1199 1.8373 -0.5007 3.4 1.7 -0.5 0.21
H -0.8022 0.0929 -1.4660 1.6 3.3 0.0 0.39
H 0.9266 1.6892 0.2221 -0.1 -0.9 0.7 0.21
H -0.5524 0.0547 2.2031 -0.8 2.2 -1.7 0.23
H -1.8901 -0.1014 0.8755 1.5 1.9 -0.1 0.23
H -1.2936 -2.0958 0.7600 0.6 0.5 1.3 0.19
H 0.0905 -1.9176 1.9858 0.2 0.5 -1.5 0.19
H 1.8817 -1.7845 -1.7715 -0.8 -0.2 1.9 0.21
H 2.3963 -2.1917 -0.0651 -0.1 -0.9 0.7 0.20
H 1.5218 -0.4421 0.9848 0.7 -0.4 0.4 0.15
N -0.1831 1.0412 -1.3000 -3.0 -1.2 -0.3 -0.65
N 0.2799 -1.4957 -0.3470 -0.6 -1.0 3.3 -0.42
```
Positions in Å, forces in eV/Å.

Values from the calculation:
* max |F|: 5.5 eV/Å
* frontier orbital gap: 9.96 eV
* lowest unoccupied orbital energy: 1.1 eV
* structure (SMILES): CN[C@H]1CCN2C[C@@H]12

---

The following is a DFT calculation (wB97M-V/def2-TZVPD) of an isolated molecule of C6H12N2.

The geometry in XYZ format:
```
20
Properties=species:S:1:pos:R:3:forces:R:3:nbo_charge:R:1
C 1.0036 0.5283 0.7393 -0.6 0.2 -0.1 0.07
C 1.9302 -0.3704 0.5785 0.4 -0.4 0.0 -0.32
C -0.3374 1.0257 0.3328 0.0 0.3 0.1 -0.37
C -0.8038 0.0270 -0.6701 0.2 0.0 0.4 -0.02
C 2.0293 -1.5906 -0.3057 -0.2 0.1 0.0 -0.63
C -0.2389 2.4384 -0.2421 -0.1 -0.2 0.1 -0.58
N -2.5458 -1.0848 0.5991 0.1 0.0 0.3 -0.65
N -1.4466 -1.1138 -0.2892 -0.1 -0.2 0.1 -0.44
H 2.8177 -0.2364 1.1964 0.1 0.0 0.1 0.21
H -0.9886 1.0361 1.2143 0.0 0.0 -0.1 0.22
H -0.2739 -0.0158 -1.6089 0.0 0.0 -0.1 0.19
H 2.8912 -1.4957 -0.9677 0.0 -0.1 0.0 0.21
H 1.1340 -1.7182 -0.9075 0.0 -0.1 0.0 0.20
H 2.1733 -2.4859 0.3033 0.0 0.0 0.0 0.21
H -1.2253 2.8061 -0.5194 -0.1 0.0 -0.1 0.21
H 0.3944 2.4355 -1.1265 0.1 0.0 -0.1 0.21
H 0.1970 3.1103 0.4928 0.1 0.0 0.0 0.22
H -2.2144 -1.2155 1.5560 -0.1 0.1 -0.3 0.35
H -3.0101 -0.1789 0.5431 0.1 -0.2 -0.1 0.35
H -1.4857 -1.9014 -0.9184 -0.1 0.3 0.0 0.38
```
Positions in Å, forces in eV/Å.

Values from the calculation:
* max |F|: 0.7 eV/Å
* frontier orbital gap (alpha / beta): 7.25 / 8.01 eV
* lowest unoccupied orbital energy (alpha / beta): 0.7 / 0.7 eV

---

The following is a DFT calculation (wB97M-V/def2-TZVPD) of an isolated molecule of C6H12N2 at a distorted geometry.

The geometry in XYZ format:
```
20
Properties=species:S:1:pos:R:3:forces:R:3:nbo_charge:R:1
C 0.4539 2.4179 1.4356 1.0 -0.1 -5.1 -0.58
C -0.3830 1.2197 0.9332 -0.6 3.6 1.9 -0.20
C -0.1611 0.5917 -0.2844 1.2 1.4 -1.0 -0.05
C 0.0365 -1.0264 -1.7495 -3.0 0.7 -4.1 -0.25
C 0.2046 -1.9348 -0.6543 -1.2 -1.7 3.2 -0.26
C -0.2833 -0.2454 0.9737 1.5 -4.4 -2.2 -0.14
H 0.0312 3.4527 1.1869 0.5 -1.7 -0.2 0.22
H 0.5271 2.3818 2.4081 0.2 -0.1 5.4 0.20
H 1.5526 2.3021 1.0815 -1.9 0.4 0.2 0.21
H -1.3960 1.2755 1.1773 -1.8 1.0 0.6 0.22
H 0.8882 0.7081 -0.4369 0.8 0.0 -0.5 0.19
H -1.8119 0.1222 -1.2706 2.1 -0.3 -0.9 0.35
H 0.9442 -0.6347 -1.9747 3.0 1.2 -0.8 0.20
H -0.3010 -1.4208 -2.7540 0.0 -0.2 1.3 0.21
H 0.7560 -2.8974 -0.7349 0.1 1.0 -0.8 0.22
H -0.8094 -2.2985 -0.3667 0.1 0.0 -0.1 0.15
H 0.9260 -2.1758 1.1882 -0.6 3.8 -1.2 0.33
H -1.1688 -0.8679 0.7932 -0.9 1.1 1.3 0.17
N -0.7572 0.2407 -1.4870 -2.7 -1.0 0.0 -0.58
N 0.7511 -1.2109 0.5352 2.1 -4.7 2.9 -0.61
```
Positions in Å, forces in eV/Å.

Values from the calculation:
* max |F|: 5.9 eV/Å
* frontier orbital gap: 9.02 eV
* lowest unoccupied orbital energy: 1.0 eV
* structure (SMILES): CC1[C@@H]2NCCN[C@@H]12

---

The following is a DFT calculation (wB97M-V/def2-TZVPD) of the ion C6H12N2 with charge +2 at a distorted geometry.

The geometry in XYZ format:
```
20
Properties=species:S:1:pos:R:3:forces:R:3:nbo_charge:R:1
C -0.5344 0.0558 0.2008 -5.1 -1.3 -0.3 0.44
C -1.6045 1.0923 -0.1354 0.0 1.2 0.2 -0.29
C -1.8163 -1.0813 0.1025 3.0 1.2 -1.1 -0.24
C 2.7723 -0.1069 -0.0155 1.2 0.6 -5.0 -0.42
C 1.6133 -1.0789 0.0012 0.9 -3.9 -0.6 -0.24
C 1.7375 1.0117 0.1550 1.8 3.0 -0.8 -0.25
N 0.7030 0.0396 0.2005 -1.2 -1.5 1.6 -0.23
N -2.7598 0.0897 0.0935 4.5 0.0 0.6 -0.47
H -1.7665 2.0045 0.4710 0.3 -0.6 -0.1 0.30
H -1.4696 1.4503 -1.1799 -0.5 -0.5 0.4 0.30
H -1.7894 -1.2603 -0.9979 0.2 -1.3 1.0 0.26
H -1.9623 -1.9074 0.8510 0.1 0.9 -1.0 0.31
H 3.5512 -0.0564 0.6919 0.5 -0.6 1.2 0.27
H 3.3278 -0.1260 -1.0571 -1.2 0.2 2.0 0.27
H 1.3133 -1.5631 -1.0166 0.8 0.9 1.7 0.26
H 1.7297 -1.9476 0.7379 -0.9 1.4 -0.6 0.29
H 2.0696 1.4859 1.1071 -1.5 0.1 -0.4 0.29
H 1.4687 1.7583 -0.6645 1.0 -0.7 1.1 0.25
H -3.1121 0.2047 0.9830 -1.4 0.7 2.6 0.44
H -3.4715 -0.0651 -0.5285 -2.4 0.2 -2.4 0.46
```
Positions in Å, forces in eV/Å.

Values from the calculation:
* max |F|: 5.2 eV/Å
* frontier orbital gap: 10.25 eV
* lowest unoccupied orbital energy: -8.9 eV
* structure (SMILES): C1C[N+](=C2C[NH2+]C2)C1
* net charge: +2

---

The following is a DFT calculation (wB97M-V/def2-TZVPD) of a cluster of 2 separate species, C6H12N2O in total at a distorted geometry.

The geometry in XYZ format:
```
21
Properties=species:S:1:pos:R:3:forces:R:3:nbo_charge:R:1
C 0.8955 1.1888 -1.2416 -2.2 0.7 -2.5 -0.26
C -0.4633 1.2276 -1.5459 1.9 0.7 -0.4 -0.65
C 2.1215 -0.3516 0.9958 -0.4 0.0 0.1 -0.42
C -2.1776 -1.4851 -0.1852 0.0 0.2 -0.2 -0.71
N 0.9777 0.5234 0.6922 -0.2 -0.6 1.2 -0.60
C -0.7280 -1.0850 -0.1616 0.2 -1.6 -0.2 0.55
C -0.3720 -0.0021 0.8071 1.4 1.2 1.3 0.38
N -1.2123 0.4105 1.6665 -0.2 -0.2 -1.0 -0.60
O 0.1349 -1.7365 -0.7363 -0.6 0.8 0.4 -0.56
H 1.0443 1.3978 1.2062 -0.1 -0.2 0.0 0.38
H -0.8888 1.2045 2.2171 0.3 -0.3 0.1 0.34
H 1.4556 2.1025 -1.0582 -0.1 -0.2 0.6 0.18
H 1.4849 0.4083 -1.7068 0.1 -0.2 0.3 0.20
H -1.0427 2.1130 -1.3231 -0.1 0.1 0.0 0.19
H -0.8679 0.5547 -2.2865 -0.1 -0.3 0.3 0.21
H 2.1455 -0.6261 2.0522 0.1 -0.1 0.0 0.19
H 2.0281 -1.2413 0.3794 0.2 0.0 0.1 0.24
H 3.0403 0.1834 0.7497 -0.1 0.0 0.0 0.20
H -2.3781 -2.1190 0.6819 0.1 0.1 0.0 0.24
H -2.8194 -0.6111 -0.1132 -0.1 -0.1 0.0 0.24
H -2.3782 -2.0568 -1.0896 0.0 0.0 0.0 0.23
```
Positions in Å, forces in eV/Å.

Values from the calculation:
* max |F|: 3.4 eV/Å
* frontier orbital gap: 7.54 eV
* lowest unoccupied orbital energy: 0.1 eV
* structure (SMILES): [H]/N=C(\NC)C(C)=O.C=C

---

The following is a DFT calculation (wB97M-V/def2-TZVPD) of a cluster of 2 separate species, C6H12N2O in total at a distorted geometry.

The geometry in XYZ format:
```
21
Properties=species:S:1:pos:R:3:forces:R:3:nbo_charge:R:1
C -1.0110 0.3585 0.9993 0.3 -1.2 1.2 0.09
C 1.9559 -0.9232 -1.6675 -0.1 -0.2 0.0 -0.67
C -0.3190 0.7459 2.2772 0.0 -0.1 0.0 -0.68
C -2.0312 -0.7421 1.0916 0.1 0.0 0.0 -0.68
C 0.1238 0.8644 -1.1649 -0.5 0.7 -0.6 0.07
C 0.8337 -0.3072 -0.8895 0.5 -0.2 0.3 -0.08
N 0.3035 1.5125 -2.3036 0.4 -0.4 0.0 -0.75
N 0.4766 -0.7942 0.3043 -0.3 0.9 -0.8 0.17
O 0.9759 -1.7909 0.8342 -0.9 0.8 0.2 -0.44
H -1.4196 1.2264 0.4993 0.5 -0.4 -0.3 0.22
H -0.2454 2.3324 -2.5073 0.1 -0.1 0.1 0.39
H 0.9714 1.2429 -3.0238 -0.1 0.0 0.0 0.35
H 2.8545 -0.3013 -1.6196 0.0 0.0 0.0 0.22
H 2.2050 -1.9058 -1.2656 0.0 0.1 0.0 0.25
H 1.6908 -1.0556 -2.7195 0.0 0.1 0.0 0.21
H 0.4539 1.4925 2.0932 0.0 0.0 0.0 0.22
H 0.1356 -0.1204 2.7573 0.0 0.0 0.1 0.22
H -1.0533 1.1930 2.9583 0.0 -0.1 0.0 0.22
H -2.4239 -0.9950 0.1068 0.0 0.0 0.0 0.22
H -1.6020 -1.6377 1.5395 -0.1 0.0 0.1 0.22
H -2.8752 -0.3951 1.7003 0.1 0.0 0.0 0.22
```
Positions in Å, forces in eV/Å.

Values from the calculation:
* max |F|: 1.7 eV/Å
* frontier orbital gap: 8.56 eV
* lowest unoccupied orbital energy: 0.8 eV